Entry 1:
7
Properties=species:S:1:pos:R:3:mulliken_charge:R:1 method="wB97M-V/def2-TZVPD" e_above_lowest_kcal_mol=36.4 total_charge=-1 gap_ev="6.1 / 7.3"
C -0.07 0.06 0.03 -1.156
O -3.02 1.70 -0.42 -0.521
S -3.73 -1.04 -0.11 -0.511
S -2.74 0.54 0.40 0.228
H 0.20 -0.08 -0.96 0.303
H -0.18 -0.76 0.73 0.296
H -0.07 0.85 0.68 0.360

Entry 2:
45
Properties=species:S:1:pos:R:3:mulliken_charge:R:1 method="wB97M-V/def2-TZVPD" e_above_lowest_kcal_mol=39.0 smiles=CCN(C)C[C@@H](C)N.O.O.O.O.O.O.O total_charge=0 gap_ev=9.0
N -1.68 -1.35 2.31 -0.582
C -0.24 -0.91 2.19 1.821
C 0.54 -1.35 3.41 -1.726
C -0.01 0.63 2.07 -1.686
N -0.34 1.25 0.81 0.576
C -1.80 1.41 0.63 -0.573
C -2.12 2.76 0.01 -1.358
C 0.37 0.80 -0.36 -0.768
H -1.88 -1.78 3.20 0.253
H -2.27 -0.53 2.22 0.135
H 0.06 -1.37 1.25 -0.397
H 0.34 -0.82 4.35 0.380
H 0.46 -2.42 3.60 0.456
H 1.61 -1.14 3.26 0.417
H 1.07 0.73 2.29 0.330
H -0.39 1.21 2.92 0.502
H -2.19 1.33 1.66 0.585
H -2.25 0.61 0.04 0.337
H -2.04 3.48 0.83 0.345
H -3.16 2.91 -0.27 0.402
H -1.37 3.02 -0.74 0.212
H -0.31 0.58 -1.20 -0.071
H 0.94 1.63 -0.76 0.106
H 1.01 -0.08 -0.29 0.374
H 1.18 3.39 -0.70 0.329
H 1.27 2.93 0.72 0.401
O 1.81 3.29 0.01 -0.789
H -3.25 -0.34 -2.45 0.243
H -1.62 -0.37 -2.67 0.389
O -2.40 -0.59 -2.09 -0.611
H 1.83 -1.77 -1.82 0.432
H 2.88 -0.62 -2.00 0.331
O 2.19 -1.11 -2.46 -0.737
H 0.37 -0.18 -4.35 0.312
H 0.59 -0.44 -2.88 0.406
O -0.13 -0.43 -3.57 -0.718
H 1.28 -3.59 -0.23 0.279
H 0.12 -2.91 -0.99 0.349
O 1.00 -2.75 -0.60 -0.706
H 3.70 1.32 0.83 0.283
H 3.34 2.39 -0.16 0.426
O 4.07 1.79 0.08 -0.683
H -2.19 -2.16 -1.26 0.423
H -1.87 -2.48 0.27 0.372
O -2.02 -2.87 -0.60 -0.800

Entry 3:
22
Properties=species:S:1:pos:R:3:mulliken_charge:R:1 method="wB97M-V/def2-TZVPD" e_above_lowest_kcal_mol=179.9 total_charge=0 gap_ev="8.5 / 8.5"
C -3.06 1.38 -2.17 -0.008
C -3.82 1.23 -1.06 0.579
C -1.12 1.85 0.51 -0.125
C -0.13 -0.07 1.39 -0.597
C 0.98 1.12 -0.38 -0.464
C -0.55 -1.11 0.41 -0.558
C 0.63 -0.06 -1.24 -0.315
N -2.37 1.52 -3.11 -0.496
N -1.77 2.75 0.86 0.601
N -4.58 1.09 -0.18 0.578
N 0.04 1.22 0.77 0.045
O -5.37 0.88 0.67 -0.619
O -2.78 3.37 0.85 -0.685
O 0.49 -1.32 -0.56 -0.343
H -1.04 0.11 2.06 0.339
H 0.67 -0.54 1.97 0.311
H 2.11 1.05 -0.03 0.233
H 0.77 2.13 -0.86 0.384
H -0.48 -2.12 0.91 0.308
H -1.46 -1.00 -0.07 0.379
H -0.29 0.13 -1.84 0.187
H 1.57 -0.30 -2.00 0.266

Entry 4:
15
Properties=species:S:1:pos:R:3:mulliken_charge:R:1 method="wB97M-V/def2-TZVPD" e_above_lowest_kcal_mol=52.8 total_charge=0 gap_ev=7.1
N 0.70 1.13 -0.90 -0.676
C 0.27 1.80 0.40 -0.512
O -0.86 1.30 0.88 -0.790
H 0.23 1.58 -1.68 0.269
H 1.65 1.16 -1.05 0.242
H 1.17 1.57 1.04 0.227
H 0.22 2.90 0.21 0.317
C -0.60 -1.69 0.84 -0.739
N -0.25 -1.23 -0.52 -0.396
H -0.78 -2.76 0.91 0.324
H 0.28 -1.44 1.42 0.280
H -1.47 -1.13 1.17 0.299
H -1.09 -1.30 -1.15 0.366
H 0.46 -1.78 -0.97 0.362
H 0.07 -0.11 -0.60 0.427